No. 1
A structure of composition C37H48N16OP2Ti in a non-equilibrium geometry, computed with ωB97M-V with the def2-TZVPD basis set.

⟨S²⟩ = 0.754
E = -106728.118 eV
ΔE to the lowest compared entry with this formula, charge and spin = 89.1 kJ/mol
orbital gap (spin up / spin down) = 7.68 / 8.19 eV

```
! wB97M-V def2-TZVPD RIJCOSX def2/J DEFGRID3
* xyz 1 2
Ti 0.192 -0.377 -0.248
C 1.503 0.191 2.677
N 0.480 -0.702 2.092
C 0.806 -2.130 2.296
C 1.728 -2.572 1.206
N 1.901 -1.888 0.104
C 2.776 -2.653 -0.674
C 3.347 -2.387 -1.911
C 4.202 -3.332 -2.441
C 4.493 -4.520 -1.751
C 3.953 -4.782 -0.507
C 3.099 -3.817 0.011
N 2.425 -3.721 1.225
C 2.243 0.912 1.609
N 2.004 0.769 0.330
C 3.072 1.405 -0.326
C 3.443 1.409 -1.665
C 4.592 2.090 -2.017
C 5.374 2.745 -1.053
C 5.048 2.699 0.289
C 3.895 2.001 0.622
N 3.334 1.663 1.850
H 1.039 0.904 3.350
H 2.227 -0.394 3.249
H -0.418 -0.481 2.510
H 1.273 -2.292 3.269
H -0.106 -2.726 2.271
H 3.134 -1.463 -2.431
H 4.660 -3.158 -3.406
H 5.163 -5.241 -2.199
H 4.190 -5.690 0.033
H 2.359 -4.437 1.930
H 2.860 0.882 -2.404
H 4.902 2.111 -3.053
H 6.266 3.273 -1.364
H 5.670 3.169 1.039
H 3.676 1.926 2.760
N -2.900 -1.642 1.048
C -2.807 -0.294 0.798
N -3.763 0.551 1.103
N -3.266 1.749 0.725
N -2.099 1.619 0.224
N -1.740 0.295 0.256
C -2.003 -2.533 0.527
N -2.168 -3.830 0.591
N -1.066 -4.329 -0.031
N -0.294 -3.400 -0.424
N -0.857 -2.176 -0.072
H -3.792 -1.999 1.353
C -1.751 -2.276 -2.891
P -0.575 -0.877 -2.978
C -1.820 0.513 -3.173
N -2.935 0.198 -3.777
C -3.897 1.145 -3.918
C -5.115 0.816 -4.562
C -6.072 1.773 -4.710
C -5.859 3.093 -4.225
C -4.697 3.427 -3.599
C -3.690 2.444 -3.431
N -2.544 2.760 -2.777
C -1.635 1.837 -2.631
P -0.126 2.269 -1.641
C 0.997 2.492 -3.076
C -0.235 4.082 -1.107
C -1.466 4.494 -0.292
C 1.033 4.295 -0.257
C -0.167 4.996 -2.339
C 0.149 -1.199 -4.710
C 1.128 -0.131 -5.187
C -0.972 -1.342 -5.756
C 0.908 -2.530 -4.611
H -2.506 -2.057 -2.138
H -1.228 -3.185 -2.612
H -2.256 -2.397 -3.844
H -5.251 -0.195 -4.924
H -7.006 1.533 -5.200
H -6.636 3.836 -4.352
H -4.516 4.422 -3.212
H 0.496 3.029 -3.879
H 1.281 1.516 -3.440
H 1.905 3.023 -2.800
H -1.497 4.064 0.704
H -2.402 4.247 -0.789
H -1.416 5.579 -0.162
H 1.946 3.974 -0.769
H 0.977 3.764 0.697
H 1.140 5.362 -0.043
H -0.938 4.763 -3.072
H 0.808 4.968 -2.823
H -0.330 6.022 -2.000
H 0.660 0.848 -5.299
H 1.500 -0.432 -6.169
H 1.998 -0.044 -4.533
H -1.793 -0.641 -5.621
H -1.386 -2.350 -5.765
H -0.538 -1.162 -6.743
H 1.824 -2.433 -4.033
H 1.181 -2.848 -5.622
H 0.311 -3.328 -4.169
C -1.152 2.758 3.481
O -0.358 2.266 2.398
H -1.071 3.841 3.581
H -0.778 2.301 4.397
H -2.201 2.486 3.353
H -0.782 2.539 1.573
*
```

No. 2
A cluster of 10 separate species, C37H49BrF27O18P in total in a non-equilibrium geometry, computed with ωB97M-V with the def2-TZVPD basis set.

E = -228725.047 eV
orbital gap = 9.11 eV
structure (SMILES) = CCOC(=O)C(F)(F)F.CCOC(=O)C(F)(F)F.CCOC(=O)C(F)(F)F.CCOC(=O)C(F)(F)F.CCOC(=O)C(F)(F)F.CCOC(=O)C(F)(F)F.CCOC(=O)C(F)(F)F.CCOC(=O)C(F)(F)F.CCOC(=O)C(F)(F)F.CPBr

```
! wB97M-V def2-TZVPD RIJCOSX def2/J DEFGRID3
* xyz 0 1
C -0.296 -9.102 2.742
C 0.528 -8.444 1.655
O 0.772 -9.360 0.573
C -0.223 -9.500 -0.303
O -1.269 -8.933 -0.247
C 0.190 -10.460 -1.413
F 0.779 -11.560 -0.937
F 1.058 -9.886 -2.255
F -0.846 -10.865 -2.139
H 0.181 -10.025 3.078
H -0.412 -8.432 3.594
H -1.288 -9.370 2.376
H 1.504 -8.166 2.049
H 0.057 -7.532 1.287
C 5.720 -5.553 9.845
C 4.355 -4.894 9.847
O 4.402 -3.613 9.197
C 4.356 -3.639 7.867
O 4.282 -4.630 7.207
C 4.368 -2.211 7.321
F 5.287 -1.450 7.918
F 3.185 -1.610 7.514
F 4.624 -2.159 6.013
H 6.465 -4.890 10.288
H 5.696 -6.486 10.408
H 6.048 -5.772 8.828
H 4.038 -4.705 10.872
H 3.599 -5.530 9.386
C 2.867 0.497 5.670
C 2.932 1.840 4.973
O 2.823 1.684 3.548
C 1.586 1.531 3.077
O 0.597 1.515 3.741
C 1.616 1.420 1.556
F 2.568 0.588 1.128
F 1.860 2.617 0.989
F 0.468 0.968 1.070
H 3.620 -0.176 5.267
H 3.029 0.613 6.740
H 1.896 0.022 5.517
H 3.900 2.306 5.157
H 2.169 2.525 5.343
C -0.318 3.359 -0.731
C -0.273 3.903 -2.143
O -1.412 3.457 -2.904
C -2.538 4.136 -2.710
O -2.664 5.062 -1.969
C -3.642 3.585 -3.607
F -3.693 2.253 -3.588
F -3.463 3.947 -4.882
F -4.846 4.025 -3.241
H -0.408 2.276 -0.744
H 0.575 3.635 -0.193
H -1.182 3.747 -0.188
H 0.605 3.522 -2.654
H -0.207 4.992 -2.155
C 4.863 5.744 -6.597
C 5.426 6.144 -5.248
O 4.467 5.912 -4.203
C 4.382 4.656 -3.764
O 5.030 3.743 -4.170
C 3.362 4.567 -2.634
F 2.231 5.224 -2.921
F 3.840 5.091 -1.502
F 3.022 3.309 -2.362
H 3.917 6.252 -6.781
H 5.562 5.995 -7.394
H 4.665 4.673 -6.637
H 5.636 7.213 -5.237
H 6.362 5.627 -5.031
C -7.462 4.865 -1.806
C -6.636 5.093 -0.557
O -7.478 5.218 0.603
C -7.908 4.074 1.131
O -7.650 2.987 0.718
C -8.748 4.356 2.373
F -9.631 5.338 2.176
F -7.980 4.725 3.408
F -9.441 3.291 2.765
H -8.210 5.652 -1.920
H -6.827 4.851 -2.686
H -8.002 3.918 -1.754
H -6.089 6.031 -0.641
H -5.899 4.302 -0.411
C -0.780 6.275 -9.461
C 0.229 6.643 -10.530
O 1.547 6.201 -10.166
C 1.810 4.914 -10.400
O 1.045 4.135 -10.875
C 3.249 4.595 -10.009
F 3.574 5.109 -8.816
F 4.117 5.092 -10.896
F 3.473 3.288 -9.941
H -0.467 6.662 -8.490
H -1.762 6.682 -9.705
H -0.870 5.193 -9.362
H 0.287 7.727 -10.627
H -0.052 6.244 -11.505
C -9.834 4.001 6.433
C -8.937 5.217 6.317
O -9.197 6.149 7.381
C -8.621 5.869 8.549
O -7.926 4.924 8.761
C -8.945 6.959 9.566
F -10.239 7.288 9.554
F -8.253 8.076 9.315
F -8.649 6.585 10.807
H -10.882 4.303 6.475
H -9.689 3.336 5.583
H -9.624 3.444 7.347
H -9.149 5.743 5.389
H -7.882 4.940 6.299
C 2.912 -9.241 -4.767
C 3.651 -8.859 -6.033
O 4.741 -9.760 -6.284
C 4.414 -10.918 -6.858
O 3.309 -11.241 -7.166
C 5.667 -11.752 -7.105
F 6.475 -11.771 -6.041
F 6.378 -11.265 -8.128
F 5.375 -13.015 -7.396
H 3.603 -9.301 -3.924
H 2.137 -8.510 -4.538
H 2.443 -10.221 -4.865
H 4.092 -7.869 -5.919
H 2.982 -8.818 -6.894
C 4.237 -4.994 3.643
P 2.591 -4.223 3.086
Br 0.865 -5.543 3.776
H 4.698 -4.469 4.499
H 4.013 -6.056 3.851
H 4.913 -4.856 2.771
H 2.510 -3.022 3.853
*
```

No. 3
A cluster of 13 separate species, C37H49Cl48N2O6S4 in total in a non-equilibrium geometry, computed with ωB97M-V with the def2-TZVPD basis set.

E = -698828.349 eV
orbital gap = 7.10 eV

```
! wB97M-V def2-TZVPD RIJCOSX def2/J DEFGRID3
* xyz -1 1
C -2.019 -4.815 1.654
C -0.469 -4.813 1.097
C 0.507 -4.293 2.349
C 1.977 -5.045 2.305
C 2.666 -4.654 0.871
C 4.250 -4.246 0.942
C 4.667 -3.267 2.187
C 3.666 -1.995 2.445
N 4.251 -0.661 1.948
C 3.730 0.506 2.732
C 3.100 1.748 1.884
C 4.249 2.780 1.242
C 3.769 4.338 1.615
C 2.376 4.767 0.837
C 1.350 5.668 1.744
C 0.357 4.738 2.702
C -1.075 5.526 3.024
C 4.132 -0.520 0.454
S 5.555 -0.015 -0.400
S 2.554 -0.904 -0.552
C 2.961 -1.937 -2.060
C 1.562 -2.673 -2.608
C 0.892 -1.607 -3.669
S -0.826 -2.086 -4.269
O -0.874 -3.653 -4.329
O -1.958 -1.658 -3.267
N -1.073 -1.356 -5.875
S -1.824 0.218 -5.724
O -1.807 0.856 -7.163
O -3.327 0.144 -5.318
C -0.769 1.252 -4.572
C -0.770 2.881 -4.945
C 0.636 3.466 -4.256
C 0.842 5.079 -4.464
O 2.311 5.365 -4.367
C 2.893 4.678 -3.197
O 4.130 4.115 -3.199
H -2.337 -5.885 2.052
H -2.792 -4.458 0.836
H -2.048 -4.034 2.551
H -0.150 -5.879 0.730
H -0.445 -4.058 0.174
H 0.576 -3.116 2.205
H -0.048 -4.543 3.355
H 2.641 -4.860 3.249
H 1.744 -6.211 2.286
H 2.587 -5.626 0.185
H 2.054 -3.821 0.322
H 4.963 -5.202 0.939
H 4.514 -3.672 -0.066
H 5.753 -2.857 1.964
H 4.710 -3.887 3.186
H 3.591 -1.865 3.629
H 2.568 -2.137 2.068
H 2.915 0.206 3.551
H 4.651 0.947 3.350
H 2.272 1.450 1.093
H 2.522 2.430 2.678
H 4.393 2.636 0.089
H 5.290 2.639 1.806
H 4.635 5.122 1.418
H 3.532 4.364 2.779
H 2.699 5.444 -0.090
H 1.851 3.779 0.422
H 1.863 6.454 2.444
H 0.619 6.280 1.039
H 0.938 4.546 3.714
H 0.186 3.728 2.097
H -0.910 6.494 3.702
H -1.531 5.867 1.998
H -1.785 4.793 3.610
H 3.316 -1.219 -2.913
H 3.783 -2.755 -1.903
H 1.878 -3.674 -3.170
H 0.858 -2.885 -1.682
H 1.617 -1.341 -4.570
H 0.754 -0.591 -3.064
H -1.104 1.116 -3.441
H 0.360 0.910 -4.749
H -1.705 3.421 -4.489
H -0.711 3.038 -6.124
H 1.499 2.811 -4.735
H 0.568 3.134 -3.111
H 0.313 5.646 -3.586
H 0.494 5.424 -5.540
H 2.279 4.528 -2.187
C -4.485 -8.053 3.697
Cl -2.743 -7.928 4.051
Cl -5.322 -8.792 5.085
Cl -5.149 -6.426 3.401
Cl -4.727 -9.065 2.251
C -0.301 -8.411 7.188
Cl 0.140 -7.427 5.770
Cl 0.594 -9.951 7.144
Cl 0.114 -7.525 8.678
Cl -2.052 -8.740 7.161
C -4.802 5.855 0.525
Cl -4.443 6.419 2.176
Cl -3.312 5.888 -0.451
Cl -5.433 4.190 0.590
Cl -6.021 6.923 -0.216
C 4.055 -2.072 6.849
Cl 4.414 -1.508 8.500
Cl 5.545 -2.039 5.873
Cl 3.425 -3.737 6.914
Cl 2.837 -1.004 6.108
C -0.979 8.863 -5.103
Cl 0.763 8.987 -4.749
Cl -1.816 8.124 -3.715
Cl -1.642 10.490 -5.399
Cl -1.220 7.851 -6.549
C -6.727 1.388 -3.477
Cl -6.287 2.372 -4.896
Cl -5.833 -0.152 -3.522
Cl -6.313 2.274 -1.988
Cl -8.478 1.059 -3.504
C -5.321 6.399 -5.033
Cl -3.906 5.323 -4.912
Cl -4.780 8.097 -5.010
Cl -6.188 6.072 -6.555
Cl -6.410 6.105 -3.654
C -7.739 -3.367 4.100
Cl -6.052 -2.862 4.369
Cl -8.194 -4.589 5.314
Cl -8.813 -1.953 4.249
Cl -7.898 -4.064 2.468
C -0.784 -2.026 8.132
Cl 0.958 -1.902 8.486
Cl -1.620 -2.765 9.520
Cl -1.447 -0.399 7.836
Cl -1.025 -3.038 6.685
C -2.272 5.609 -9.663
Cl -2.498 4.136 -10.640
Cl -2.367 7.042 -10.718
Cl -3.548 5.700 -8.422
Cl -0.677 5.559 -8.872
C -1.691 -1.826 -9.911
Cl 0.051 -1.702 -9.557
Cl -2.527 -2.565 -8.523
Cl -2.354 -0.199 -10.207
Cl -1.932 -2.838 -11.358
C 5.283 -6.472 9.116
Cl 5.724 -5.488 7.698
Cl 6.178 -8.012 9.072
Cl 5.698 -5.586 10.606
Cl 3.532 -6.801 9.090
*
```

> Look up the E of the second one.

-228725.047 eV